The following is a DFT calculation (ωB97M-V with the def2-TZVPD basis set) of a cluster of 12 separate species, C12H48O12 in total at a distorted geometry.

The value obtained for the relative energy (zero: lowest compared OMol25 entry of this formula, charge and spin) is 462.97 kJ/mol. The calculation puts the HOMO-LUMO gap at 10.0 eV. The structure (SMILES) is CO.CO.CO.CO.CO.CO.CO.CO.CO.CO.CO.CO. Its largest force on an atom is 2.92 eV/Å. The value obtained for the HOMO energy is -9.5 eV. Its charge is 0. As for the total energy: -37787.7133 eV. The calculation puts the molar mass at 384.5 g/mol. For the lowest unoccupied orbital energy, the calculation gives 0.510 eV.

XYZ file:
```
72
Properties=species:S:1:pos:R:3:lowdin_charge:R:1
C -0.7511 2.8671 3.5428 -0.10
O -0.9321 1.4939 3.2148 -0.16
H 0.2121 3.2679 3.1658 0.10
H -1.5535 3.4786 3.2535 0.07
H -0.7435 2.9446 4.5892 0.07
H -0.9693 1.4836 2.2530 0.02
C 2.5180 1.1030 3.6760 -0.10
O 1.4785 0.3360 3.0626 -0.16
H 2.6976 0.7997 4.6774 0.06
H 3.4162 0.9831 3.0781 0.06
H 2.1616 2.1383 3.7365 0.07
H 0.5296 0.5228 3.3152 0.07
C -0.7728 2.0779 -0.5218 -0.10
O -1.2944 1.5127 0.6725 -0.17
H 0.2606 2.1071 -0.2721 0.08
H -0.9470 1.3903 -1.3600 0.07
H -1.2543 3.0158 -0.7235 0.09
H -2.2323 1.2916 0.4087 0.06
C -3.0444 -2.8612 -1.8526 -0.08
O -2.4977 -1.5295 -1.6718 -0.15
H -2.3778 -3.5844 -1.4218 0.07
H -3.9865 -2.8995 -1.2539 0.09
H -3.2239 -3.0257 -2.8748 0.07
H -1.8654 -1.3052 -2.3598 0.03
C -3.6339 -0.6719 2.8322 -0.14
O -2.5336 -0.7536 3.7228 -0.14
H -4.4894 -1.2257 3.2100 0.08
H -3.8365 0.4104 2.6503 0.09
H -3.3095 -1.2062 1.9201 0.07
H -2.0998 0.1107 3.7811 0.05
C -1.0210 -3.3226 2.3291 -0.22
O -0.9893 -3.1998 3.6998 -0.11
H -0.0825 -3.8276 1.9835 0.09
H -1.9498 -3.8937 1.9946 0.09
H -1.0920 -2.3548 1.8384 0.05
H -1.4969 -2.3835 3.8398 0.04
C 4.0300 -1.5777 -3.7460 -0.15
O 4.1459 -1.5258 -2.3267 -0.16
H 4.7948 -2.2273 -4.1126 0.07
H 3.0937 -2.0294 -4.0259 0.07
H 4.0594 -0.5607 -4.1362 0.07
H 3.2509 -1.4238 -1.8314 0.10
C -0.4040 0.5407 -4.2531 -0.11
O -0.6680 -0.6890 -3.5889 -0.13
H -1.3902 0.7988 -4.6571 0.10
H -0.0148 1.2364 -3.5476 0.05
H 0.2901 0.4152 -5.0354 0.07
H 0.1597 -1.0215 -3.2599 0.07
C 2.6279 2.3124 -3.5139 -0.16
O 2.4096 1.1549 -2.7205 -0.17
H 3.7219 2.6235 -3.3994 0.10
H 2.3985 2.0576 -4.5874 0.09
H 2.0169 3.1775 -3.2572 0.07
H 2.9011 1.3096 -1.8955 0.05
C 4.5902 0.9734 0.3458 -0.19
O 3.2216 1.1522 0.2334 -0.18
H 5.0856 1.9632 0.1510 0.09
H 4.8562 0.6630 1.3906 0.07
H 4.9827 0.2082 -0.3720 0.08
H 2.7903 0.2473 0.4072 0.04
C -4.8898 0.3066 0.0341 -0.12
O -3.5190 0.5404 -0.3299 -0.16
H -5.1290 -0.8091 -0.0396 0.11
H -5.1188 0.5866 1.0615 0.06
H -5.5607 0.7956 -0.6328 0.06
H -3.2402 -0.2490 -0.8498 0.04
C 0.8764 -1.0901 -0.3026 -0.10
O 1.9093 -1.0749 0.7103 -0.15
H 0.4974 -2.1253 -0.5362 0.10
H 0.0205 -0.4802 0.0332 0.07
H 1.4110 -0.5873 -1.1284 0.06
H 1.4984 -0.8824 1.5829 0.07
```

The following is a DFT calculation (ωB97M-V with the def2-TZVPD basis set) of the ion C12H4Cl2N3O4 with charge -1 at a distorted geometry.

The calculation puts the HOMO-LUMO gap at 6.6 eV. The structure (SMILES) is N#CC1=C([O-])C(Cl)=C(Cl)C(=O)[C@@]1(C#N)N1C(=O)CCC1=O. Its largest force on an atom is 3.86 eV/Å. The value obtained for the HOMO energy is -4.4 eV. Its charge is -1. As for the total energy: -50215.0618 eV. The calculation puts the molar mass at 325.1 g/mol. For the lowest unoccupied orbital energy, the calculation gives 2.146 eV.

XYZ file:
```
25
Properties=species:S:1:pos:R:3:nbo_charge:R:1
N -2.4454 1.4651 2.7272 -0.42
C -2.0958 0.9875 1.7053 0.32
C -1.7081 0.5781 0.4144 -0.47
C -2.0845 1.4141 -0.7154 0.45
O -2.3575 2.6117 -0.5288 -0.60
C -2.0381 0.8125 -2.0743 -0.06
Cl -2.3475 1.8568 -3.3756 0.07
C -1.5777 -0.4563 -2.2367 -0.14
Cl -1.5069 -1.2153 -3.7536 0.05
C -1.0859 -1.2640 -1.0981 0.57
O -0.8792 -2.4565 -1.1693 -0.50
C -0.8489 -0.5900 0.2495 -0.09
C -1.1980 -1.5527 1.2985 0.34
N -1.4810 -2.4088 2.0476 -0.32
N 0.6187 -0.3648 0.3874 -0.48
C 1.2231 -0.2486 1.6775 0.71
O 0.6434 -0.3196 2.7321 -0.52
C 2.7029 -0.0164 1.4103 -0.51
C 2.8349 0.2022 -0.0808 -0.51
C 1.4437 0.0558 -0.6720 0.72
O 1.0685 0.2325 -1.8149 -0.58
H 3.3201 -0.8649 1.7493 0.24
H 3.0452 0.8514 1.9860 0.24
H 3.2149 1.1997 -0.3302 0.24
H 3.5392 -0.5096 -0.5353 0.24
```